[1]
Formula: C8H17NO2P
Source: the OMol25 dataset
Level of theory: ωB97M-V/def2-TZVPD

Output
- SMILES: C=CC[PH2](NCCCC)C(=O)[O-]
- Charge: -1
- 2S+1: 1
- ΔE to the lowest compared entry with this formula, charge and spin: 79.3 kcal/mol
- Kohn-Sham gap: 6.308 eV
- DFT total energy: -23442.305 eV

Last column: Mulliken charge in e.
Element x y z (Å)
C (-0.221, 0.959, 2.843)  -0.6927
C (-1.248, 1.187, 1.934)  -0.2503
C (-1.766, 0.037, 1.144)  -0.5787
P (-2.266, 0.418, -0.630)  0.3504
N (-1.141, -0.814, -1.366)  -0.5009
C (0.239, -0.378, -1.544)  -0.8549
C (1.284, -1.242, -0.806)  -0.2738
C (2.530, -0.392, -0.483)  -0.3630
C (3.846, -1.162, -0.638)  -1.3660
C (-3.457, 1.804, -0.068)  0.3815
O (-3.445, 2.811, -0.810)  -0.7400
O (-4.170, 1.624, 0.944)  -0.6998
H (0.742, 0.678, 2.415)  0.1801
H (-0.356, 0.978, 3.919)  0.2511
H (-1.662, 2.179, 1.769)  0.3289
H (-1.000, -0.746, 1.184)  0.3783
H (-2.639, -0.345, 1.674)  0.3865
H (-3.377, -0.304, -1.138)  -0.0568
H (-1.650, 1.373, -1.492)  0.0193
H (-1.186, -1.713, -0.901)  0.3203
H (0.393, 0.656, -1.223)  0.4318
H (0.479, -0.445, -2.613)  0.1595
H (1.629, -2.063, -1.438)  0.3031
H (0.861, -1.642, 0.117)  0.3441
H (2.570, 0.427, -1.206)  0.3543
H (2.449, 0.071, 0.502)  0.1145
H (3.851, -2.116, -0.113)  0.3366
H (4.670, -0.543, -0.275)  0.3977
H (4.041, -1.296, -1.704)  0.3390



[2]
Formula: C22H30ClN2O3
Source: the OMol25 dataset
Level of theory: ωB97M-V/def2-TZVPD

Output
- SMILES: CCOc1cc(CNCC[NH+]2CCOCC2)ccc1OCc1ccccc1Cl
- Charge: +1
- 2S+1: 1
- ΔE to the lowest compared entry with this formula, charge and spin: 2.1 kcal/mol
- Kohn-Sham gap: 9.172 eV
- DFT total energy: -44939.636 eV

Last column: Mulliken charge in e.
Element x y z (Å)
C (2.707, 1.307, -2.240)  -0.9189
C (1.790, 0.179, -2.690)  -0.2427
H (1.801, 0.085, -3.778)  0.3846
H (2.097, -0.771, -2.245)  0.1791
O (0.425, 0.460, -2.391)  -0.5050
C (0.001, 0.554, -1.106)  -0.6956
C (-0.975, 1.525, -0.883)  0.1739
C (-1.604, 1.677, 0.342)  -0.1989
C (-1.236, 0.828, 1.384)  -0.2399
C (-0.258, -0.130, 1.191)  -0.4284
C (0.375, -0.295, -0.039)  1.6615
O (1.246, -1.308, -0.295)  -0.4737
C (2.206, -1.718, 0.680)  -1.1868
C (3.524, -1.023, 0.445)  0.4606
C (4.483, -1.610, -0.372)  -0.5388
C (5.688, -0.980, -0.627)  -0.7297
C (5.953, 0.257, -0.063)  -0.4419
C (5.011, 0.863, 0.748)  -0.5250
C (3.805, 0.227, 0.991)  0.6290
Cl (2.641, 1.032, 1.999)  -0.1635
H (5.206, 1.827, 1.191)  0.4423
H (6.892, 0.752, -0.251)  0.4059
H (6.420, -1.456, -1.260)  0.3997
H (4.277, -2.576, -0.807)  0.4165
H (1.858, -1.530, 1.697)  0.4030
H (2.322, -2.794, 0.531)  0.5083
H (0.013, -0.767, 2.019)  0.3094
H (-1.697, 0.938, 2.354)  0.5005
C (-2.668, 2.722, 0.567)  -1.8848
N (-3.964, 2.082, 0.828)  -0.1143
H (-4.484, 2.633, 1.500)  0.3063
C (-4.789, 1.876, -0.350)  -1.0462
H (-5.803, 1.644, -0.017)  0.4602
H (-4.850, 2.766, -0.995)  0.4288
C (-4.237, 0.725, -1.204)  -0.5577
N (-3.698, -0.365, -0.360)  0.8313
C (-3.043, -1.411, -1.179)  -0.7379
H (-2.243, -0.963, -1.771)  0.4723
C (-2.472, -2.508, -0.275)  -0.2276
O (-3.473, -3.060, 0.540)  -0.4563
C (-4.051, -2.082, 1.363)  -0.6149
H (-4.802, -2.592, 1.968)  0.3921
C (-4.710, -0.980, 0.527)  -0.4020
H (-5.121, -0.215, 1.183)  0.3910
H (-5.500, -1.409, -0.093)  0.3833
H (-3.293, -1.639, 2.027)  0.3189
H (-2.081, -3.324, -0.883)  0.4314
H (-1.659, -2.094, 0.338)  0.1718
H (-3.795, -1.841, -1.845)  0.4006
H (-2.980, 0.097, 0.247)  -0.7358
H (-5.021, 0.329, -1.852)  0.5348
H (-3.415, 1.084, -1.826)  0.3875
H (-2.396, 3.309, 1.446)  0.5481
H (-2.718, 3.403, -0.292)  0.3126
H (-1.205, 2.183, -1.708)  0.5701
H (3.735, 1.066, -2.495)  0.3648
H (2.429, 2.238, -2.728)  0.3458
H (2.641, 1.446, -1.163)  0.1402



[3]
Formula: C5H10O2
Source: the OMol25 dataset
Level of theory: ωB97M-V/def2-TZVPD

Output
- 2S+1: 1
- ΔE to the lowest compared entry with this formula, charge and spin: 121.0 kcal/mol
- Kohn-Sham gap: 9.435 eV
- DFT total energy: -9437.796 eV

Last column: Mulliken charge in e.
Element x y z (Å)
O (2.541, 0.136, -0.579)  -0.5669
C (1.744, -0.756, 0.138)  -0.4261
C (0.413, -1.042, -0.502)  0.1916
C (-0.704, -1.332, 0.213)  -1.1044
C (-1.665, 0.659, 0.227)  -0.6990
C (-0.505, 1.500, 0.063)  0.0940
O (0.219, 1.377, -0.973)  -0.7446
H (1.938, 0.866, -0.819)  0.4476
H (1.575, -0.435, 1.183)  0.2635
H (2.299, -1.703, 0.194)  0.3170
H (0.418, -1.144, -1.584)  0.2850
H (-0.662, -1.392, 1.298)  0.2886
H (-1.560, -1.807, -0.259)  0.4060
H (-2.232, 0.690, 1.159)  0.3904
H (-2.182, 0.310, -0.661)  0.3456
H (-0.107, 1.916, 1.008)  0.3320
H (-1.529, 2.155, -0.107)  0.1797



[4]
Formula: C6H14BrP
Source: the OMol25 dataset
Level of theory: ωB97M-V/def2-TZVPD

Output
- SMILES: C=CCC.CCPBr
- 2S+1: 1
- ΔE to the lowest compared entry with this formula, charge and spin: 51.4 kcal/mol
- Kohn-Sham gap: 9.533 eV
- DFT total energy: -85778.485 eV

Last column: Mulliken charge in e.
Element x y z (Å)
C (0.068, 2.559, 1.308)  -1.0206
C (-1.243, -2.728, 1.344)  -0.9039
C (1.008, 1.267, -1.808)  -0.7769
C (0.409, 3.037, -0.115)  -0.4425
C (-0.969, -3.327, -0.053)  -0.6167
C (1.397, 2.116, -0.854)  -0.1849
P (-0.646, -1.922, -1.357)  0.1048
Br (1.308, -2.697, -2.002)  -0.1927
H (0.187, 1.502, 1.396)  0.2640
H (0.843, 2.920, 2.094)  0.2396
H (-0.783, 3.064, 1.541)  0.3788
H (-2.204, -3.108, 1.783)  0.2582
H (-0.483, -3.109, 1.934)  0.2954
H (-1.225, -1.679, 1.396)  0.2714
H (0.056, -0.852, -0.690)  -0.0135
H (0.009, 0.912, -1.818)  0.3896
H (1.775, 0.501, -2.107)  0.2070
H (0.739, 4.079, -0.159)  0.3492
H (-0.588, 3.092, -0.604)  0.2582
H (-1.880, -3.754, -0.503)  0.3063
H (-0.216, -4.117, -0.151)  0.4775
H (2.438, 2.245, -0.575)  0.3517



[5]
Formula: FH2NS
Source: the OMol25 dataset
Level of theory: ωB97M-V/def2-TZVPD

Output
- 2S+1: 3
- ΔE to the lowest compared entry with this formula, charge and spin: 32.6 kcal/mol
- Kohn-Sham gap (alpha / beta): 7.845 / 6.539 eV
- DFT total energy: -15068.707 eV

Last column: Mulliken charge in e.
Element x y z (Å)
N (0.651, 0.471, 0.213)  -0.2382
F (1.562, -0.456, -0.266)  -0.1703
S (-1.144, -0.395, -0.356)  -0.0767
H (0.551, 1.312, -0.493)  0.2501
H (-1.620, -0.932, 0.902)  0.2352



[6]
Formula: C27H33AuIN8
Source: the OMol25 dataset
Level of theory: ωB97M-V/def2-TZVPD

Output
- Charge: +3
- 2S+1: 1
- ΔE to the lowest compared entry with this formula, charge and spin: 45.5 kcal/mol
- Kohn-Sham gap (alpha / beta): 5.342 / 2.514 eV
- DFT total energy: -52222.725 eV

Last column: Mulliken charge in e.
Element x y z (Å)
Au (1.172, -0.077, -0.869)  1.2403
C (3.443, -2.085, -0.362)  -0.7533
N (3.287, -0.599, -0.433)  -0.5033
C (3.820, 0.184, 0.720)  -0.5996
C (2.829, 1.220, 1.153)  0.0247
N (1.697, 1.440, 0.528)  -0.0041
C (0.994, 2.411, 1.262)  0.3275
C (-0.272, 2.956, 1.082)  -0.2668
C (-0.673, 3.917, 1.986)  -0.9733
C (0.163, 4.330, 3.043)  -0.5556
C (1.410, 3.781, 3.234)  -1.1039
C (1.799, 2.806, 2.321)  0.6734
N (2.958, 2.022, 2.222)  -0.0190
C (2.123, -2.733, -0.075)  0.2882
N (0.995, -2.226, -0.512)  -0.4569
C (-0.029, -3.095, -0.105)  0.6358
C (-1.406, -3.031, -0.283)  -0.2411
C (-2.155, -4.066, 0.241)  -0.9688
C (-1.549, -5.145, 0.922)  -0.5496
C (-0.186, -5.216, 1.094)  -1.1241
C (0.555, -4.163, 0.568)  0.6457
N (1.927, -3.896, 0.568)  -0.0302
H (3.781, -2.430, -1.339)  0.4236
H (4.208, -2.370, 0.358)  0.4147
H (3.763, -0.283, -1.271)  0.3973
H (4.052, -0.487, 1.545)  0.3599
H (4.752, 0.666, 0.428)  0.5065
H (-0.915, 2.635, 0.268)  0.4537
H (-1.648, 4.379, 1.878)  0.4644
H (-0.185, 5.099, 3.723)  0.4311
H (2.050, 4.098, 4.052)  0.4543
H (3.763, 2.079, 2.826)  0.2706
H (-1.873, -2.215, -0.830)  0.1669
H (-3.229, -4.072, 0.097)  0.5447
H (-2.170, -5.948, 1.300)  0.4598
H (0.276, -6.051, 1.606)  0.4737
H (2.647, -4.502, 0.928)  0.2604
I (-3.312, -1.738, 3.250)  0.2908
C (-1.329, -1.615, 3.593)  -0.3150
C (-0.801, -2.013, 4.831)  -0.3090
C (0.560, -1.940, 4.979)  -0.9413
C (1.329, -1.503, 3.890)  -0.0896
N (0.832, -1.116, 2.696)  0.1583
C (-0.486, -1.152, 2.557)  -0.2442
H (-1.438, -2.364, 5.636)  0.4478
H (1.029, -2.227, 5.911)  0.4692
H (2.411, -1.472, 3.984)  0.4076
H (-0.899, -0.817, 1.609)  0.4537
C (-2.363, 3.097, -5.161)  -1.0839
C (-2.335, 3.155, -3.645)  -0.8036
N (-1.977, 1.854, -3.001)  0.1085
C (-2.999, 0.782, -3.094)  -1.0546
C (-2.668, -0.319, -4.096)  -0.9304
C (-0.810, 1.644, -2.433)  1.8048
C (0.240, 2.724, -2.457)  -1.7958
N (-0.506, 0.453, -1.890)  -0.4004
H (-2.601, 4.090, -5.547)  0.4187
H (-3.130, 2.413, -5.527)  0.3450
H (-1.397, 2.795, -5.575)  0.2820
H (-3.313, 3.430, -3.251)  0.4026
H (-1.642, 3.915, -3.304)  0.4412
H (-3.928, 1.276, -3.364)  0.4520
H (-3.164, 0.370, -2.095)  0.4824
H (-2.602, 0.077, -5.108)  0.3314
H (-3.455, -1.075, -4.082)  0.3878
H (-1.719, -0.813, -3.869)  0.3062
H (-0.005, 3.531, -1.764)  0.4483
H (0.329, 3.151, -3.454)  0.5149
H (1.207, 2.315, -2.177)  0.2873
H (-1.235, -0.243, -1.918)  -0.0404



[7]
Formula: C6H9NO
Source: the OMol25 dataset
Level of theory: ωB97M-V/def2-TZVPD

Output
- SMILES: C=C/N=C(/O)C(=C)C
- 2S+1: 1
- ΔE to the lowest compared entry with this formula, charge and spin: 67.5 kcal/mol
- Kohn-Sham gap: 9.904 eV
- DFT total energy: -9902.677 eV

Last column: Mulliken charge in e.
Element x y z (Å)
C (1.658, -0.802, -1.800)  -1.2529
C (0.921, -0.058, 0.546)  0.5566
C (0.539, -0.306, -0.928)  0.8624
C (-1.304, 0.943, 1.187)  -0.3976
C (-0.688, -0.092, -1.333)  -0.7793
C (-2.359, 0.562, 1.896)  -0.5398
O (2.221, -0.371, 0.777)  -0.4625
N (0.183, 0.375, 1.459)  -0.6750
H (2.393, -0.217, 1.718)  0.3514
H (-1.200, 1.964, 0.840)  0.3875
H (2.459, -0.061, -1.845)  0.2825
H (2.074, -1.719, -1.375)  0.2963
H (1.295, -1.015, -2.806)  0.3607
H (-1.393, 0.390, -0.466)  0.1321
H (-1.172, -0.375, -2.249)  0.3618
H (-2.458, -0.452, 2.261)  0.2421
H (-3.169, 1.235, 2.119)  0.2737



[8]
Formula: C30H41HfN2O5SSiTe
Source: the OMol25 dataset
Level of theory: ωB97M-V/def2-TZVPD

Output
- Charge: +3
- 2S+1: 1
- ΔE to the lowest compared entry with this formula, charge and spin: 0.0 kcal/mol
- Kohn-Sham gap: 5.491 eV
- DFT total energy: -72285.644 eV

Last column: Mulliken charge in e.
Element x y z (Å)
Hf (0.075, -0.024, -0.645)  0.0894
O (-4.162, -1.423, -1.793)  -0.4337
C (-3.022, -1.138, -1.237)  -0.0667
O (-2.033, -0.716, -1.824)  -0.1015
C (-2.967, -1.374, 0.231)  0.5219
C (-4.000, -1.902, 0.992)  -0.9459
C (-3.783, -2.077, 2.349)  -1.0725
C (-2.553, -1.724, 2.890)  -1.0102
C (-1.590, -1.196, 2.046)  0.9351
N (-1.792, -1.026, 0.739)  0.8341
C (-0.227, -0.724, 2.425)  0.1934
O (0.248, -0.798, 3.626)  -0.3939
O (0.467, -0.232, 1.537)  -0.8226
H (-4.165, -1.254, -2.752)  0.4316
H (-4.944, -2.164, 0.533)  0.6541
H (-4.562, -2.484, 2.982)  0.5126
H (-2.382, -1.856, 3.952)  0.4327
H (-0.340, -1.196, 4.287)  0.3253
C (2.226, -0.399, -0.684)  -0.5621
Si (3.098, 1.285, -0.750)  -1.3232
C (1.866, 2.421, 0.163)  -1.4999
N (0.402, 2.214, -0.112)  1.1149
C (-0.342, 2.798, 1.068)  -0.8097
C (-1.797, 3.151, 0.751)  -1.1795
C (-2.279, 2.303, -0.411)  0.0746
C (-1.480, 2.660, -1.667)  -0.7355
C (-0.024, 2.993, -1.316)  0.1402
C (3.395, 1.831, -2.515)  1.3809
C (3.279, 3.174, -2.892)  -0.3076
C (3.670, 3.606, -4.153)  -0.7677
C (4.195, 2.699, -5.064)  -0.6262
C (4.330, 1.361, -4.709)  -0.6157
C (3.937, 0.937, -3.447)  -0.4008
C (4.662, 1.262, 0.248)  0.6505
C (4.957, 2.236, 1.203)  -0.1911
C (6.160, 2.211, 1.895)  -0.8212
C (7.085, 1.209, 1.639)  -0.5523
C (6.810, 0.233, 0.689)  -0.7244
C (5.608, 0.263, 0.000)  -0.3656
H (2.588, -0.868, 0.238)  0.6440
H (2.593, -1.007, -1.520)  0.8741
H (2.067, 3.495, 0.098)  0.7524
H (2.017, 2.152, 1.214)  0.7844
H (0.206, 3.689, 1.378)  0.5102
H (-0.265, 2.083, 1.887)  0.3036
H (-1.883, 4.205, 0.484)  0.3932
H (-2.411, 3.012, 1.641)  0.4472
H (-3.349, 2.418, -0.591)  0.5807
H (-2.166, 1.242, -0.121)  -0.4288
H (-1.926, 3.540, -2.131)  0.6496
H (-1.541, 1.868, -2.416)  0.0728
H (0.082, 4.052, -1.062)  0.7485
H (0.665, 2.785, -2.132)  -0.7149
H (2.909, 3.912, -2.187)  0.3304
H (3.588, 4.652, -4.418)  0.4773
H (4.520, 3.037, -6.039)  0.4478
H (4.771, 0.659, -5.405)  0.4890
H (4.090, -0.105, -3.180)  0.2621
H (4.260, 3.040, 1.415)  0.3337
H (6.378, 2.975, 2.628)  0.4325
H (8.025, 1.191, 2.175)  0.4258
H (7.535, -0.543, 0.484)  0.4293
H (5.416, -0.504, -0.746)  0.2888
C (0.932, 1.329, -4.946)  -0.5866
S (0.947, -0.190, -4.014)  0.6610
C (-0.384, -1.051, -4.838)  -0.9222
O (0.310, 0.217, -2.645)  -0.2819
H (1.283, 1.087, -5.950)  0.5450
H (1.639, 2.011, -4.474)  -0.1399
H (-0.079, 1.734, -4.975)  0.4985
H (-0.037, -1.264, -5.851)  0.5303
H (-1.279, -0.432, -4.861)  0.3085
H (-0.552, -1.990, -4.314)  0.3144
C (-1.101, -4.239, -0.087)  -1.0246
Te (0.347, -3.095, -1.159)  0.4709
C (2.014, -3.761, -0.018)  -0.9715
H (-0.808, -5.284, -0.145)  0.4552
H (-2.070, -4.132, -0.569)  0.3173
H (-1.148, -3.930, 0.954)  0.2816
H (1.925, -3.443, 1.017)  0.3529
H (2.909, -3.338, -0.464)  0.2965
H (2.045, -4.845, -0.091)  0.3990



[9]
Formula: C4H9N3
Source: the OMol25 dataset
Level of theory: ωB97M-V/def2-TZVPD

Output
- SMILES: [H]/N=C\N(/C=N\[H])CC
- 2S+1: 1
- ΔE to the lowest compared entry with this formula, charge and spin: 44.8 kcal/mol
- Kohn-Sham gap: 9.984 eV
- DFT total energy: -8762.581 eV

Last column: Mulliken charge in e.
Element x y z (Å)
C (1.895, 0.099, -0.597)  -0.6991
C (1.155, -0.350, 0.673)  -0.8088
C (-0.632, 1.255, 0.250)  0.0802
C (-1.053, -1.152, -0.040)  0.2766
H (1.654, -0.600, -1.453)  0.2448
H (1.394, 1.168, -0.789)  0.2611
H (3.010, 0.075, -0.603)  0.3378
H (1.283, 0.218, 1.588)  0.3138
H (1.228, -1.394, 0.806)  0.4121
H (0.084, 1.784, 0.818)  0.4241
H (-2.374, 1.009, -0.566)  0.2464
H (-0.497, -2.039, -0.273)  0.3614
H (-2.782, -0.473, 0.152)  0.2309
N (-0.271, -0.097, 0.315)  -0.1945
N (-1.782, 1.761, -0.147)  -0.7494
N (-2.311, -1.264, -0.134)  -0.7373